# 1
DFT (ωB97M-V/def2-TZVPD) results for a molecular structure, C7H19ClMgN3O3 at a distorted geometry.

XYZ file:
```
34
C7H19ClMgN3O3 | the Open Molecules 2025 dataset | ωB97M-V/def2-TZVPD
Mg -2.2070 -5.0483 0.5821
Cl -0.5112 -3.4495 0.4393
C 1.5580 -1.0919 3.4063
O 2.0426 -0.2472 4.1592
N 0.2020 -1.2756 3.3824
N 2.3070 -1.8796 2.5879
H -0.1931 -1.9240 2.7277
H -0.2982 -0.5917 3.9175
H 3.2971 -1.7366 2.5342
H 1.9362 -2.7007 2.1506
C 2.1782 3.8767 -0.9963
O 2.0969 2.5708 -0.4789
C 1.3735 1.6364 -1.1969
C 1.1466 0.4136 -0.3276
N 0.4693 -0.6216 -1.0874
C -0.8481 -0.3891 -1.6546
C -1.8291 0.1695 -0.6114
O -3.0750 0.5469 -1.1865
C -3.8725 -0.5523 -1.5752
H 1.3378 4.0893 -1.6672
H 3.1107 4.0264 -1.5401
H 2.0936 4.5827 -0.1728
H 1.8279 1.3223 -2.1465
H 0.3847 2.0281 -1.5009
H 0.6149 0.5845 0.6175
H 2.1355 0.0485 -0.0428
H 0.5018 -1.5464 -0.6837
H -1.1540 -1.3509 -2.0598
H -0.8453 0.3493 -2.4582
H -1.4591 1.0823 -0.1489
H -2.0630 -0.5218 0.2123
H -4.7294 -0.1365 -2.1072
H -4.1631 -1.1456 -0.7039
H -3.3662 -1.1179 -2.3701
```

The calculation puts the HOMO-LUMO gap at 0.10090 Eh. As for the total charge: +1. For the molecular weight, the calculation gives 253.01 g mol⁻¹. The value obtained for the HOMO energy is -10.983 eV. The max |F| comes out at 2.09 eV/A.

Mulliken population analysis, charges in e, atoms 1 to 8: number 1, Mg, carries 0.99; number 2, Cl, carries -0.23; number 3, C, carries 0.70; number 4, O, carries -0.64; number 5, N, carries -0.35; number 6, N, carries -0.32; number 7, H, carries 0.11; number 8, H, carries 0.21


# 2
DFT (ωB97M-V/def2-TZVPD) results for a molecular structure, C7H19ErN3OS4Sb at a distorted geometry.

XYZ file:
```
36
C7H19ErN3OS4Sb | the Open Molecules 2025 dataset | ωB97M-V/def2-TZVPD
Er 0.0790 -0.0165 0.3128
S -2.1366 -3.4485 3.4404
Sb -1.1509 -1.9399 2.1616
S -1.1300 0.3605 2.6808
S -1.8642 -1.7013 -0.1248
S 1.1563 -2.0456 1.6389
N -0.4149 0.4514 -2.2135
C -1.7618 0.9798 -2.4967
C -1.8074 2.4897 -2.3271
C -1.0912 3.0023 -1.0866
N -1.3204 2.1182 0.0691
H 0.3004 0.9523 -2.7366
H -0.3466 -0.5206 -2.5147
H -2.4406 0.4915 -1.7974
H -2.1015 0.7236 -3.5027
H -2.8583 2.7906 -2.3040
H -1.3808 2.9933 -3.1998
H -1.3996 4.0310 -0.8879
H -0.0140 3.0436 -1.2662
H -2.2846 1.7862 0.1363
H -1.1555 2.5901 0.9596
C 1.3545 -2.7515 -1.7281
N 2.7082 -2.3193 -1.3977
C 3.7491 -3.3521 -1.3697
C 2.9603 -1.0787 -1.0248
C 4.3626 -0.6750 -0.6510
O 2.0378 -0.2422 -0.9283
H 1.3511 -3.1300 -2.7501
H 0.6489 -1.9224 -1.6219
H 1.0286 -3.5198 -1.0282
H 3.2790 -4.2907 -1.6512
H 4.1566 -3.4680 -0.3675
H 4.5531 -3.1430 -2.0713
H 5.1103 -1.0050 -1.3695
H 4.6179 -1.1162 0.3153
H 4.3883 0.4060 -0.5608
```

The calculation puts the HOMO-LUMO gap (alpha / beta) at 0.26355 / 0.26412 Eh. As for the total charge: 0. For the molecular weight, the calculation gives 578.54 g mol⁻¹. The value obtained for the HOMO energy (alpha / beta) is -7.487 / -7.499 eV. As for the spin multiplicity: 4. The max |F| comes out at 1.02 eV/A.

Mulliken population analysis, charges in e, atoms 1 to 8: number 1, Er, carries 0.79; number 2, S, carries -0.60; number 3, Sb, carries 0.98; number 4, S, carries -0.61; number 5, S, carries -0.54; number 6, S, carries -0.56; number 7, N, carries -0.33; number 8, C, carries -0.68


# 3
DFT (ωB97M-V/def2-TZVPD) results for a molecular structure, C7H19FeOPS at a distorted geometry.

XYZ file:
```
30
C7H19FeOPS | the Open Molecules 2025 dataset | ωB97M-V/def2-TZVPD
C 2.0248 -1.4277 1.1098
C 1.5851 -2.3381 -0.0512
C 1.8061 -1.7630 -1.4114
O 0.9037 -0.6185 -1.7077
C 1.3904 0.6658 -1.6028
P 0.3183 1.5689 -0.1128
C -0.6642 2.3566 1.3481
S -2.3637 1.9226 1.7756
C -3.1549 0.9580 0.4949
C -2.8766 -0.5588 0.6148
H 2.6095 -0.5701 0.7893
H 2.5481 -1.9770 1.8746
H 1.1390 -1.0307 1.6082
H 0.5442 -2.6078 0.0682
H 2.1654 -3.2514 -0.0200
H 1.5726 -2.5155 -2.1510
H 2.8370 -1.4843 -1.5848
H 2.4418 0.7576 -1.3464
H 1.2460 1.2078 -2.5796
H 1.4902 2.2138 0.3433
H -0.4802 2.2791 -1.1346
H 0.0478 0.2602 0.3574
H -0.6005 3.4430 1.3001
H -0.1011 2.0811 2.2406
H -2.9848 1.3689 -0.4939
H -4.2134 1.1097 0.6791
H -2.6960 -0.8195 1.6462
H -3.7345 -1.0976 0.2433
H -2.0272 -0.8700 0.0156
Fe -0.7727 0.7368 -2.3127
```

The calculation puts the HOMO-LUMO gap (alpha / beta) at 0.28082 / 0.23445 Eh. As for the total charge: +3. For the molecular weight, the calculation gives 238.11 g mol⁻¹. The value obtained for the HOMO energy (alpha / beta) is -21.280 / -21.252 eV. As for the spin multiplicity: 6. The max |F| comes out at 2.27 eV/A.

Mulliken population analysis, charges in e, atoms 1 to 8: number 1, C, carries -0.96; number 2, C, carries -0.34; number 3, C, carries -0.65; number 4, O, carries -0.38; number 5, C, carries -0.75; number 6, P, carries 0.27; number 7, C, carries -0.88; number 8, S, carries 0.38


# 4
DFT (ωB97M-V/def2-TZVPD) results for a molecular structure, C7H19IN3 at a distorted geometry.

XYZ file:
```
30
C7H19IN3 | the Open Molecules 2025 dataset | ωB97M-V/def2-TZVPD
C -2.2318 1.9177 -1.2275
C -1.8463 1.9258 1.2137
C -3.2738 -1.4862 0.1576
C -1.2836 -2.8402 -0.5722
C 4.2083 -0.9322 0.0860
C 3.7270 1.4367 0.3977
C -1.1745 -0.4995 0.0819
N -2.4832 1.4507 0.0906
N -1.8437 -1.6317 0.0528
N 3.5355 0.2470 -0.2906
I 0.9022 -0.1366 -0.0637
H -2.9581 2.7829 -1.1426
H -1.2402 2.4773 -1.2980
H -2.5907 1.1663 -1.9577
H -0.7608 1.7462 1.1526
H -2.1780 2.9458 1.5008
H -2.3800 1.4055 1.9941
H -3.7628 -1.9973 1.0402
H -3.4821 -0.3492 0.1986
H -3.7530 -1.9336 -0.6893
H -0.1965 -2.7841 -0.7005
H -1.4021 -3.6816 0.1272
H -1.7055 -2.8970 -1.5429
H 4.0932 -1.7809 -0.6698
H 5.2065 -0.7869 0.2740
H 3.6815 -1.2400 0.9358
H 3.4729 1.0956 1.4309
H 4.8295 1.6774 0.7097
H 3.1756 2.2325 -0.0187
H 3.7142 0.4698 -1.2708
```

The calculation puts the HOMO-LUMO gap (alpha / beta) at 0.26634 / 0.29050 Eh. As for the total charge: +1. For the molecular weight, the calculation gives 272.15 g mol⁻¹. The value obtained for the HOMO energy (alpha / beta) is -11.959 / -11.919 eV. The max |F| comes out at 5.83 eV/A.

Mulliken population analysis, charges in e, atoms 1 to 8: number 1, C, carries -0.85; number 2, C, carries -0.68; number 3, C, carries -0.87; number 4, C, carries -0.88; number 5, C, carries -0.95; number 6, C, carries -0.88; number 7, C, carries 0.10; number 8, N, carries -0.16


# 5
DFT (ωB97M-V/def2-TZVPD) results for 2 unconnected molecules or ions with the total composition C7H19N3 at a distorted geometry.

XYZ file:
```
29
C7H19N3 | the Open Molecules 2025 dataset | ωB97M-V/def2-TZVPD
C 1.7808 0.4776 0.7560
C -3.2460 -0.7236 1.0085
C 3.2364 -0.6464 -0.6781
C 1.9824 -1.8541 1.1478
C -1.3794 1.2837 0.4259
C -1.5677 0.8298 -1.9159
C -2.7511 -0.4993 -0.3572
N 2.3108 -0.6626 0.4334
N 2.0718 1.6395 0.1112
N -1.8871 0.4206 -0.5872
H 1.1735 0.6910 1.6140
H -3.8159 -1.6834 1.0983
H -4.1233 -0.0054 1.0307
H 4.1890 -0.1797 -0.2618
H 3.4085 -1.6641 -1.1799
H 2.8212 -0.0055 -1.5021
H 1.6293 -1.4536 2.0956
H 1.1843 -2.3990 0.7033
H 2.8193 -2.4580 1.2745
H -2.1225 2.0821 0.6556
H -1.2108 0.6682 1.2653
H -0.4224 1.7276 0.1041
H -2.4306 1.4820 -2.3393
H -0.6537 1.2974 -1.9507
H -1.4997 -0.1069 -2.6102
H -2.4006 -0.7760 1.7802
H -3.1326 -1.1670 -1.1963
H 2.6395 1.5682 -0.6641
H 1.9542 2.5702 0.6191
```

The calculation puts the HOMO-LUMO gap at 0.39357 Eh. As for the total charge: +2. For the molecular weight, the calculation gives 145.25 g mol⁻¹. The value obtained for the HOMO energy is -17.908 eV. The max |F| comes out at 5.27 eV/A.

Mulliken population analysis, charges in e, atoms 1 to 8: number 1, C, carries 0.08; number 2, C, carries -1.19; number 3, C, carries -1.14; number 4, C, carries -0.93; number 5, C, carries -0.74; number 6, C, carries -0.92; number 7, C, carries 0.32; number 8, N, carries 0.11


# 6
DFT (ωB97M-V/def2-TZVPD) results for 2 unconnected molecules or ions with the total composition C7H19NO.

XYZ file:
```
28
C7H19NO | the Open Molecules 2025 dataset | ωB97M-V/def2-TZVPD
C -0.0966 1.9929 -2.1100
C 1.0222 0.9555 -2.0757
C 1.8758 1.0012 -0.8033
C 1.0917 0.9417 0.5007
N 0.2754 -0.2644 0.5898
C -0.7645 -0.1787 1.6134
C -1.6964 -1.3780 1.5539
C -2.5365 -1.4164 0.2783
H -0.6636 1.9134 -3.0350
H -0.7891 1.8835 -1.2731
H 0.3132 3.0042 -2.0497
H 0.6099 -0.0511 -2.1992
H 1.6837 1.1218 -2.9299
H 2.5941 0.1790 -0.8206
H 2.4686 1.9176 -0.7988
H 1.7977 0.9494 1.3384
H 0.4788 1.8479 0.6026
H -0.1626 -0.4449 -0.3046
H -0.2717 -0.1328 2.5880
H -1.3559 0.7401 1.4987
H -1.1132 -2.2988 1.6524
H -2.3596 -1.3455 2.4163
H -3.0124 -0.4520 0.1024
H -1.9388 -1.6680 -0.5996
H -3.3292 -2.1572 0.3522
O 2.2149 -2.1992 1.6047
H 1.5735 -1.5224 1.3144
H 2.0904 -2.9388 0.9933
```

The calculation puts the HOMO-LUMO gap at 0.37722 Eh. As for the total charge: 0. For the molecular weight, the calculation gives 133.23 g mol⁻¹. The value obtained for the HOMO energy is -9.335 eV. The max |F| comes out at 0.38 eV/A.

Mulliken population analysis, charges in e, atoms 1 to 8: number 1, C, carries -1.05; number 2, C, carries -0.49; number 3, C, carries -0.69; number 4, C, carries -0.76; number 5, N, carries -0.13; number 6, C, carries -0.65; number 7, C, carries -0.44; number 8, C, carries -1.15


- Look up the max |F| of the second one.
  1.02 eV/A